Entry from the OMol25 dataset: a molecular structure, C10H22AsN4PtS2 in a non-equilibrium geometry (ωB97M-V/def2-TZVPD).

As for the max |F|: 2.30 eV Å⁻¹. The value obtained for the total energy is -3764.557752 hartree. The calculation puts the HOMO energy at -0.394 hartree. As for the total charge: +1. As for the LUMO energy: -3.3 eV. The energy above the lowest of the compared OMol25 structures with the same formula, charge and spin comes out at 3.0 kcal per mole.

Each line ends with the Mulliken charge.
CARTESIAN COORDINATES (ANGSTROEM)
Pt (-0.6975, 0.4568, 0.1788)  0.854
N (1.4404, -0.3292, 0.3676)  -0.663
C (1.6128, -0.8565, 1.7382)  -0.635
C (1.2050, 0.1968, 2.7581)  -0.591
N (-0.2172, 0.4804, 2.5861)  -0.512
H (1.5478, -1.0723, -0.3111)  0.299
H (2.1321, 0.3886, 0.1848)  0.272
H (2.6437, -1.1665, 1.9180)  0.422
H (0.9679, -1.7304, 1.8422)  0.350
H (1.7578, 1.1189, 2.5649)  0.340
H (1.4509, -0.1486, 3.7647)  0.398
H (-0.4960, 1.3187, 3.0775)  0.207
H (-0.7756, -0.2943, 2.9264)  0.228
C (-6.4184, -1.3667, 1.4233)  -1.195
C (-5.2035, -0.7398, 0.8244)  0.985
C (-5.1819, 0.6195, 0.4808)  -1.090
C (-3.9928, 1.1449, 0.0321)  0.054
N (-2.9151, 0.3746, -0.1165)  -0.239
C (-3.0278, -0.9277, 0.2007)  0.336
S (-1.5521, -1.8020, -0.0232)  -0.455
N (-4.1239, -1.5035, 0.6654)  -0.505
H (-7.2984, -1.1608, 0.8134)  0.351
H (-6.5978, -0.9359, 2.4104)  0.307
H (-6.2753, -2.4381, 1.5262)  0.337
H (-6.0651, 1.2326, 0.5835)  0.386
H (-3.8827, 2.1890, -0.2363)  0.460
C (-0.5657, 4.4876, -2.8384)  -1.047
As (-0.6095, 2.7003, -2.0981)  0.773
C (1.0461, 1.8134, -2.5771)  -1.089
C (-1.9841, 1.7381, -3.0659)  -1.061
S (-0.7733, 2.9236, 0.0072)  -0.555
H (-0.4536, 4.4653, -3.9210)  0.397
H (0.2661, 5.0291, -2.3924)  0.360
H (-1.4935, 4.9924, -2.5750)  0.357
H (1.2852, 1.9768, -3.6271)  0.422
H (0.9075, 0.7516, -2.3846)  0.331
H (1.8470, 2.2044, -1.9529)  0.325
H (-1.7678, 1.8240, -4.1304)  0.437
H (-2.9643, 2.1583, -2.8513)  0.360
H (-1.9646, 0.6936, -2.7630)  0.288